(1)
Entry from the Open Molecules 2025 dataset: the molecule C4H7NO at a distorted geometry (ωB97M-V with the def2-TZVPD basis set).

Positions of all 13 atoms, in Å:
1 C -0.18909 0.30034 -0.11381
2 C 1.07310 -0.45699 0.10515
3 C 2.31418 0.38952 -0.07908
4 H 2.99221 0.34187 0.77013
5 H -2.77133 -0.65517 0.97077
6 H -0.24713 1.43300 -0.19347
7 H 2.93792 -0.08196 -0.88395
8 H -2.87616 -0.97609 -0.83531
9 H 1.98736 1.36662 -0.32220
10 N -1.01847 -0.60535 0.10291
11 H -2.78335 0.78636 -0.09255
12 C -2.37677 -0.31669 -0.06700
13 O 0.95754 -1.52544 0.63840

Total energy, eV: -7796.397
Spin multiplicity: 1
Molecular weight, g/mol: 85.11
Net charge: 0
Relative energy (zero: lowest compared OMol25 entry of this formula, charge and spin), eV: 3.248
HOMO level, eV: -9.315

Atom charges from the natural (NBO) analysis, given in e for atoms 1 to 8:
1 C -0.050
2 C 0.527
3 C -0.721
4 H 0.247
5 H 0.213
6 H 0.178
7 H 0.244
8 H 0.225

(2)
Entry from the Open Molecules 2025 dataset: a 2-piece molecular cluster, C4H7NO overall at a distorted geometry (ωB97M-V with the def2-TZVPD basis set).

Positions of all 13 atoms, in Å:
1 H -1.92523 1.57433 0.15930
2 C 1.15876 0.69676 0.56699
3 O -0.82866 0.55380 -1.25384
4 H 0.58519 -0.70659 -1.98143
5 H 0.47030 -1.80195 0.54413
6 C 0.21982 -0.33356 -0.99609
7 C -0.32183 -1.23961 0.04582
8 H 2.08367 0.14739 0.61232
9 H 1.18557 1.66365 0.08408
10 H 0.84360 0.87943 1.62792
11 C -1.36085 0.66834 -0.01482
12 N -0.97678 -0.18222 0.85472
13 H -1.13355 -1.91975 -0.24909

Total energy, eV: -7795.051
Spin multiplicity: 1
Molecular weight, g/mol: 85.11
Net charge: 0
Relative energy (zero: lowest compared OMol25 entry of this formula, charge and spin), eV: 4.593
HOMO level, eV: -9.132

Atom charges from the natural (NBO) analysis, given in e for atoms 1 to 8:
1 H 0.192
2 C -0.633
3 O -0.482
4 H 0.210
5 H 0.214
6 C 0.105
7 C -0.312
8 H 0.187

(3)
Entry from the Open Molecules 2025 dataset: a 2-piece molecular cluster, C4H7NO overall at a distorted geometry (ωB97M-V with the def2-TZVPD basis set).

Positions of all 13 atoms, in Å:
1 H 0.25867 2.04491 2.68797
2 H -1.50544 -1.15637 -1.10749
3 H -1.46778 0.38628 -1.98315
4 C 0.35467 -0.04899 -0.89535
5 H -0.62033 -1.01769 -2.62268
6 C 0.09626 0.59941 1.44114
7 C 1.01745 -1.03641 -0.13765
8 H -0.48876 -0.29543 1.35312
9 C -0.87074 -0.48265 -1.69099
10 O -0.41784 1.44450 2.33789
11 N 1.43515 -1.63326 0.77927
12 H 1.04602 0.56728 -1.47912
13 H 1.16268 0.62842 1.31702

Total energy, eV: -7795.284
Spin multiplicity: 1
Molecular weight, g/mol: 85.11
Net charge: 0
Relative energy (zero: lowest compared OMol25 entry of this formula, charge and spin), eV: 4.360
HOMO level (alpha / beta), eV: -8.259 / -8.260

Atom charges from the natural (NBO) analysis, given in e for atoms 1 to 8:
1 H 0.491
2 H 0.212
3 H 0.217
4 C -0.405
5 H 0.214
6 C 0.112
7 C 0.227
8 H 0.192

(4)
Entry from the Open Molecules 2025 dataset: the molecule C4H7NO at a distorted geometry (ωB97M-V with the def2-TZVPD basis set).

Positions of all 13 atoms, in Å:
1 H 0.58946 1.87315 1.06579
2 N -0.68350 0.78057 -1.23361
3 C -0.11780 0.22302 -0.08974
4 H 0.31455 0.35815 1.98360
5 C -0.95425 -0.98329 -0.23756
6 H -1.93317 -1.02465 -0.68037
7 H -0.44316 -1.95379 -0.09688
8 H 1.63180 -0.97752 0.53882
9 H -0.24917 0.44279 -2.08381
10 H -1.06747 1.35097 1.47608
11 C 1.23237 -0.49954 -0.37810
12 C -0.07069 1.01063 1.19142
13 O 1.75105 -0.60048 -1.45566

Total energy, eV: -7794.825
Spin multiplicity: 1
Molecular weight, g/mol: 85.11
Net charge: 0
Relative energy (zero: lowest compared OMol25 entry of this formula, charge and spin), eV: 4.820
HOMO level (alpha / beta), eV: -9.474 / -9.079

Atom charges from the natural (NBO) analysis, given in e for atoms 1 to 8:
1 H 0.220
2 N -0.479
3 C -0.130
4 H 0.213
5 C -0.261
6 H 0.224
7 H 0.185
8 H 0.113

(5)
Entry from the Open Molecules 2025 dataset: the molecule C4H7NO at a distorted geometry (ωB97M-V with the def2-TZVPD basis set).

Positions of all 13 atoms, in Å:
1 C -1.01330 -0.34632 -0.86798
2 H -1.11261 0.08559 1.23437
3 C 0.82262 0.66706 0.11889
4 O -0.11678 -1.35444 -0.55175
5 H 1.32016 0.95247 -0.74528
6 N 0.17910 1.54229 0.78743
7 H 0.05350 2.60421 0.38931
8 H 0.75988 -1.50468 1.33411
9 H -1.99734 -0.84858 -0.83419
10 H -0.83733 0.27409 -1.70455
11 H 1.72165 -1.52681 -0.08811
12 C 0.86258 -0.91882 0.29235
13 C -0.70980 0.59861 0.34279

Total energy, eV: -7792.488
Spin multiplicity: 1
Molecular weight, g/mol: 85.11
Net charge: 0
Relative energy (zero: lowest compared OMol25 entry of this formula, charge and spin), eV: 7.157
HOMO level, eV: -8.311

Atom charges from the natural (NBO) analysis, given in e for atoms 1 to 8:
1 C -0.079
2 H 0.176
3 C -0.047
4 O -0.550
5 H 0.183
6 N -0.540
7 H 0.387
8 H 0.181

(6)
Entry from the Open Molecules 2025 dataset: a 2-piece molecular cluster, C4H7NO overall (ωB97M-V with the def2-TZVPD basis set).

Positions of all 13 atoms, in Å:
1 H -3.54925 1.51738 -0.87987
2 H 2.17840 0.32501 0.09408
3 C -0.47416 0.07191 -0.54162
4 H -3.09034 1.70763 -0.32499
5 C -0.78170 1.30865 0.24562
6 C 1.83176 -0.67970 0.32996
7 C 0.40993 -0.98288 0.04350
8 H -1.11036 -0.19769 -1.37982
9 N 0.88204 -0.86351 1.41981
10 H 0.12991 -1.99380 -0.24363
11 O 0.10918 1.40246 -0.68675
12 H 2.58268 -1.45913 0.23365
13 H 0.60177 0.02768 1.82727

Total energy, eV: -7793.579
Spin multiplicity: 1
Molecular weight, g/mol: 85.11
Net charge: 0
Relative energy (zero: lowest compared OMol25 entry of this formula, charge and spin), eV: 6.066
HOMO level, eV: -9.502

Atom charges from the natural (NBO) analysis, given in e for atoms 1 to 8:
1 H -0.007
2 H 0.204
3 C -0.113
4 H 0.002
5 C 0.304
6 C -0.252
7 C -0.134
8 H 0.208

(7)
Entry from the Open Molecules 2025 dataset: a 2-piece molecular cluster, C4H7NO overall at a distorted geometry (ωB97M-V with the def2-TZVPD basis set).

Positions of all 13 atoms, in Å:
1 H -2.91023 -0.61277 1.89176
2 C -0.08016 1.07496 -0.41527
3 H -0.95668 1.70115 -0.58169
4 H 2.82450 0.30303 -1.57728
5 C 1.92715 0.28655 -0.95873
6 H -0.57837 -0.44140 1.05803
7 C 0.10416 -0.10924 0.27577
8 O -3.19081 -1.42307 1.40911
9 H 1.03922 1.93894 -1.98025
10 N 1.00169 1.25052 -1.22448
11 H 1.88759 -1.36582 0.47990
12 C 1.44741 -0.50418 -0.02202
13 H -2.51545 -2.09869 1.64509

Total energy, eV: -7798.421
Spin multiplicity: 1
Molecular weight, g/mol: 85.11
Net charge: 0
Relative energy (zero: lowest compared OMol25 entry of this formula, charge and spin), eV: 1.223
HOMO level, eV: -8.484

Atom charges from the natural (NBO) analysis, given in e for atoms 1 to 8:
1 H 0.469
2 C -0.070
3 H 0.208
4 H 0.211
5 C -0.076
6 H 0.211
7 C -0.305
8 O -0.936

(8)
Entry from the Open Molecules 2025 dataset: the molecule C4H7NO (ωB97M-V with the def2-TZVPD basis set).

Positions of all 13 atoms, in Å:
1 H -0.32464 1.22934 1.20604
2 H 0.27932 0.39946 -1.39169
3 C 1.82783 0.10624 0.07006
4 H 2.34271 1.01391 -0.25844
5 H 2.29694 -0.75538 -0.41638
6 N -1.75009 -0.75449 -0.20383
7 O -0.20276 1.41472 0.26424
8 H -3.30308 0.42804 -0.00668
9 C -0.51225 -0.95390 0.03349
10 C -2.73892 -0.21012 -0.69603
11 H 1.95839 0.01206 1.15548
12 C 0.36131 0.23925 -0.30721
13 H -0.16617 -1.89173 0.46397

Total energy, eV: -7796.164
Spin multiplicity: 1
Molecular weight, g/mol: 85.11
Net charge: 0
Relative energy (zero: lowest compared OMol25 entry of this formula, charge and spin), eV: 3.481
HOMO level, eV: -8.235

Atom charges from the natural (NBO) analysis, given in e for atoms 1 to 8:
1 H 0.460
2 H 0.187
3 C -0.628
4 H 0.226
5 H 0.215
6 N -0.293
7 O -0.707
8 H 0.175

(9)
Entry from the Open Molecules 2025 dataset: the molecule C4H7NO at a distorted geometry (ωB97M-V with the def2-TZVPD basis set).

Positions of all 13 atoms, in Å:
1 C 1.63636 0.06959 -1.48721
2 H 2.26761 -0.66679 -0.80512
3 H -1.46787 -1.25214 -0.07905
4 N 0.51790 0.58078 -0.79605
5 H -0.71962 -1.72622 1.43513
6 H -0.22495 1.00012 -1.50524
7 H 1.02371 0.21502 1.12492
8 O 1.85492 0.32556 -2.61441
9 C -1.17057 0.43712 1.05399
10 H -1.28521 0.88039 2.07101
11 H -1.69992 1.03600 0.32481
12 C -0.85982 -0.98153 0.68707
13 C 0.12746 0.08211 0.59016

Total energy, eV: -7797.274
Spin multiplicity: 1
Molecular weight, g/mol: 85.11
Net charge: 0
Relative energy (zero: lowest compared OMol25 entry of this formula, charge and spin), eV: 2.370
HOMO level, eV: -9.450

Atom charges from the natural (NBO) analysis, given in e for atoms 1 to 8:
1 C 0.552
2 H 0.091
3 H 0.226
4 N -0.660
5 H 0.222
6 H 0.399
7 H 0.225
8 O -0.583